No. 1
A structure of composition C43H49BiN6O in a non-equilibrium geometry. Source: the OMol25 dataset; level of theory: the ωB97M-V functional and the def2-TZVPD basis.

```
100
Properties=species:S:1:pos:R:3:lowdin_charge:R:1
Bi -0.226 0.284 -0.350 2.0489
C -3.057 -4.324 -2.420 -0.0961
C -2.626 -4.281 -1.103 -0.0736
C -1.548 -3.483 -0.741 -0.0329
C -0.892 -2.712 -1.694 -0.3093
C -1.299 -2.793 -3.028 -0.0406
C -2.380 -3.585 -3.387 -0.0863
N 0.140 -1.808 -1.311 -0.0980
C 1.360 -1.987 -1.852 -0.2650
C 1.886 -3.278 -2.162 -0.0090
C 3.141 -3.412 -2.676 -0.0608
C 3.975 -2.290 -2.940 -0.0881
C 3.507 -1.041 -2.698 -0.0424
C 2.204 -0.869 -2.166 -0.2377
N 1.590 0.347 -2.040 -0.0718
N 2.144 1.387 -2.461 0.0856
C 1.304 2.534 -2.423 -0.3260
C 1.772 3.662 -3.082 -0.0020
C 0.935 4.754 -3.210 -0.0519
C -0.341 4.694 -2.671 -0.0513
C -0.708 3.547 -1.992 -0.1461
N 0.100 2.495 -1.851 0.0164
H -3.912 -4.931 -2.695 0.0977
H -3.130 -4.870 -0.346 0.1070
H -1.220 -3.434 0.290 0.1053
H -0.763 -2.218 -3.776 0.1163
H -2.700 -3.617 -4.423 0.0992
H 1.272 -4.146 -1.964 0.1186
H 3.519 -4.406 -2.879 0.1064
H 4.971 -2.437 -3.335 0.0998
H 4.099 -0.158 -2.903 0.1098
H 2.769 3.638 -3.504 0.1157
H 1.265 5.638 -3.741 0.1115
H -1.037 5.517 -2.768 0.1087
H -1.689 3.459 -1.540 0.1058
C 1.356 2.115 1.410 -0.1237
C 2.059 0.884 1.545 -0.1924
C 1.145 -0.031 2.203 -0.1982
C -0.048 0.695 2.447 -0.1589
C 0.067 2.008 1.968 -0.3159
C -0.966 3.102 2.207 -0.5573
C -1.188 3.248 3.719 -0.0493
C -2.312 2.739 1.561 -0.0477
C -0.476 4.446 1.675 -0.0572
C 1.297 -1.490 2.684 -0.5150
C 1.514 -2.476 1.526 -0.0461
C 0.003 -1.942 3.380 -0.0714
C 2.409 -1.649 3.732 -0.0544
C 3.595 0.879 1.415 -0.5225
C 4.195 1.209 2.795 -0.0395
C 4.065 1.993 0.468 -0.0673
C 4.219 -0.421 0.898 -0.0432
H 1.774 3.025 0.993 0.0958
H -0.927 0.314 2.949 0.1024
H -1.553 2.313 4.149 0.0800
H -1.921 4.035 3.933 0.0820
H -0.249 3.503 4.215 0.0897
H -2.673 1.772 1.921 0.0801
H -2.216 2.666 0.470 0.0510
H -3.073 3.496 1.783 0.0853
H 0.432 4.759 2.197 0.0884
H -1.238 5.217 1.827 0.0856
H -0.244 4.396 0.613 0.0592
H 0.586 -2.585 0.961 0.0454
H 1.796 -3.464 1.909 0.0936
H 2.286 -2.148 0.831 0.0574
H -0.850 -1.870 2.702 0.0520
H -0.202 -1.344 4.272 0.0903
H 0.111 -2.986 3.690 0.0874
H 3.409 -1.523 3.327 0.0518
H 2.359 -2.651 4.170 0.0827
H 2.275 -0.922 4.538 0.0915
H 3.821 2.177 3.138 0.0890
H 5.290 1.259 2.739 0.0857
H 3.924 0.465 3.541 0.0579
H 3.857 2.986 0.873 0.0765
H 3.595 1.912 -0.513 0.0579
H 5.148 1.918 0.330 0.0845
H 4.016 -1.277 1.534 0.0543
H 5.307 -0.305 0.847 0.0879
H 3.863 -0.654 -0.106 0.0605
O -1.892 -0.839 0.778 -0.2764
C -3.141 -1.149 0.602 -0.3744
C -3.818 -1.821 1.655 -0.0099
C -5.127 -2.214 1.548 -0.0831
C -5.851 -1.964 0.371 -0.1037
C -5.221 -1.309 -0.656 -0.0525
C -3.883 -0.884 -0.573 -0.0907
C -3.273 -0.235 -1.727 -0.2456
N -2.027 0.217 -1.892 -0.0369
C -1.923 0.677 -3.202 -0.1452
C -3.107 0.520 -3.826 -0.0700
N -3.945 -0.036 -2.885 0.1194
H -3.244 -2.008 2.555 0.1104
H -5.605 -2.722 2.377 0.1031
H -6.882 -2.274 0.275 0.0958
H -5.798 -1.135 -1.558 0.0968
H -0.999 1.061 -3.599 0.0991
H -3.431 0.760 -4.824 0.1142
H -4.896 -0.312 -3.044 0.1399
```

Its strongest force on any atom is 1.872 eV/Å. The calculation puts the frontier orbital gap at 5.654 eV. As for the charge: 0. The relative energy (zero: lowest compared OMol25 entry of this formula, charge and spin) is 0.000 eV. The value obtained for the HOMO energy is -0.2519 hartree.

No. 2
A structure of composition C43H49BrNPSi2TeV. Source: the OMol25 dataset; level of theory: the ωB97M-V functional and the def2-TZVPD basis.

```
99
Properties=species:S:1:pos:R:3:nbo_charge:R:1
V 1.055 -0.141 0.393 0.9190
C -0.642 3.108 5.175 -0.1926
C -1.290 3.785 4.155 -0.2005
C -1.441 3.196 2.906 -0.1936
C -0.926 1.926 2.664 -0.3665
C -0.308 1.237 3.708 -0.1368
C -0.163 1.825 4.954 -0.2067
P -1.043 1.010 1.092 1.0081
C -1.875 2.059 -0.146 -0.4009
C -1.499 3.385 -0.374 -0.1289
C -2.099 4.133 -1.378 -0.2266
C -3.082 3.569 -2.177 -0.1871
C -3.454 2.250 -1.972 -0.1975
C -2.854 1.498 -0.972 -0.2061
C -2.194 -0.324 1.492 -0.3862
C -3.526 -0.204 1.787 -0.1767
C -4.268 -1.350 2.139 -0.2130
C -3.663 -2.578 2.200 -0.1533
C -2.285 -2.728 1.918 -0.0931
C -1.620 -3.983 1.970 -0.1961
C -0.285 -4.061 1.701 -0.1606
C 0.448 -2.892 1.358 -0.2841
C -0.145 -1.656 1.253 -0.4252
C -1.537 -1.581 1.562 0.0184
H -0.528 3.570 6.148 0.2232
H -1.691 4.776 4.329 0.2229
H -1.981 3.729 2.143 0.2217
H 0.053 0.229 3.553 0.2101
H 0.321 1.276 5.753 0.2202
H -0.719 3.841 0.215 0.2217
H -1.794 5.161 -1.528 0.2235
H -3.555 4.154 -2.956 0.2254
H -4.227 1.803 -2.586 0.2241
H -3.178 0.477 -0.821 0.2218
H -4.018 0.763 1.751 0.2264
H -5.323 -1.253 2.367 0.2266
H -4.240 -3.455 2.475 0.2207
H -2.183 -4.871 2.237 0.2199
H 0.226 -5.016 1.757 0.2141
H 1.515 -3.011 1.178 0.1914
Br 2.563 -0.465 2.554 0.2247
C 3.052 1.374 2.773 -0.0589
C 3.827 1.713 3.838 -0.2319
C 4.212 3.063 3.980 -0.2011
C 3.840 3.983 3.043 -0.1729
C 3.049 3.616 1.926 -0.0635
C 2.718 4.557 0.918 -0.1863
C 1.987 4.165 -0.164 -0.2326
C 1.502 2.836 -0.254 -0.2062
C 1.750 1.882 0.704 -0.4141
C 2.592 2.277 1.788 -0.0578
H 4.148 0.970 4.557 0.2338
H 4.817 3.358 4.827 0.2282
H 4.155 5.017 3.137 0.2218
H 3.071 5.577 1.017 0.2190
H 1.749 4.874 -0.949 0.2181
H 0.889 2.591 -1.118 0.1930
C 6.043 -0.499 -2.090 -0.5890
C 4.925 0.548 -2.152 -0.5199
C 3.783 0.155 -1.336 0.5009
N 2.912 -0.167 -0.668 -0.4655
H 6.842 -0.219 -2.774 0.2375
H 5.673 -1.482 -2.379 0.2198
H 6.455 -0.566 -1.084 0.2281
H 4.571 0.701 -3.173 0.2625
H 5.255 1.520 -1.778 0.2715
C 2.881 -4.273 -4.126 -1.1121
Si 2.007 -3.623 -2.603 1.6489
C 3.264 -3.479 -1.222 -1.1108
C 0.642 -4.798 -2.095 -1.1221
C 1.252 -1.990 -3.197 -1.1495
Te -0.030 -0.674 -2.107 0.7221
C -1.577 -2.074 -1.689 -1.1366
Si -2.712 -2.693 -3.071 1.6607
C -1.793 -3.085 -4.655 -1.1250
C -3.517 -4.230 -2.375 -1.1162
C -3.970 -1.356 -3.415 -1.1248
H 3.315 -5.259 -3.931 0.2481
H 3.698 -3.611 -4.434 0.2363
H 2.198 -4.371 -4.975 0.2441
H 3.878 -4.386 -1.256 0.2530
H 2.819 -3.431 -0.228 0.2316
H 3.939 -2.625 -1.325 0.2265
H 1.043 -5.808 -1.960 0.2524
H -0.145 -4.857 -2.855 0.2372
H 0.183 -4.504 -1.147 0.2406
H 0.610 -2.280 -4.036 0.2598
H 2.015 -1.342 -3.637 0.2466
H -2.199 -1.555 -0.953 0.2637
H -1.100 -2.884 -1.134 0.2502
H -1.149 -3.965 -4.562 0.2360
H -1.192 -2.245 -5.017 0.2334
H -2.529 -3.304 -5.436 0.2547
H -2.786 -5.036 -2.256 0.2422
H -4.314 -4.597 -3.030 0.2488
H -3.957 -4.031 -1.391 0.2442
H -3.461 -0.429 -3.705 0.2400
H -4.589 -1.151 -2.534 0.2389
H -4.637 -1.635 -4.237 0.2509
```

The spin multiplicity is 3. Its strongest force on any atom is 0.515 eV/Å. The calculation puts the frontier orbital gap (spin up / spin down) at 7.510 / 7.765 eV. As for the charge: +1. The value obtained for the HOMO energy (spin up / spin down) is -0.3738 / -0.3777 hartree.

No. 3
A structure of composition C43H52BrClN10O7Si3Ti in a non-equilibrium geometry. Source: the OMol25 dataset; level of theory: the ωB97M-V functional and the def2-TZVPD basis.

```
118
Properties=species:S:1:pos:R:3:mulliken_spin:R:1
Ti -0.553 0.039 -0.429 0.8295
C -1.364 3.513 -2.725 0.0100
O -0.666 3.105 -1.564 0.0006
C 0.295 3.964 -1.086 -0.0086
C 0.585 5.197 -1.637 -0.0010
C 1.608 5.958 -1.081 0.0001
Br 1.989 7.652 -1.840 0.0000
C 2.347 5.510 -0.015 0.0003
C 2.075 4.260 0.560 0.0023
C 1.025 3.506 0.033 0.0052
O 0.626 2.294 0.553 0.0301
C 2.915 3.913 1.700 0.0008
N 3.549 4.868 2.336 0.0001
C 4.278 4.271 3.319 -0.0001
C 5.133 4.822 4.273 0.0000
C 5.784 3.950 5.118 0.0000
C 5.583 2.567 5.044 0.0000
C 4.719 2.004 4.128 -0.0001
C 4.074 2.872 3.261 0.0003
N 3.187 2.667 2.228 -0.0005
H -1.988 4.387 -2.520 0.0014
H -1.990 2.669 -3.012 -0.0056
H -0.683 3.749 -3.548 0.0009
H 0.028 5.596 -2.467 0.0000
H 3.134 6.106 0.416 0.0000
H 0.971 2.217 1.458 0.0041
H 5.279 5.888 4.334 0.0000
H 6.476 4.338 5.849 0.0000
H 6.125 1.928 5.725 0.0000
H 4.553 0.940 4.079 0.0000
H 2.927 1.736 1.928 0.0001
O 2.891 -4.375 4.096 0.0000
C 2.227 -3.264 3.766 0.0000
O 2.300 -2.269 4.424 0.0000
C 1.372 -3.346 2.548 0.0015
C 0.708 -4.447 2.019 -0.0023
Cl 0.781 -6.055 2.595 0.0002
N -0.077 -4.013 0.994 0.0113
N 0.044 -2.693 0.857 0.0084
C 0.918 -2.264 1.753 0.0206
C 1.364 -0.834 1.640 0.0147
O 2.271 -0.339 2.272 0.0021
O 0.739 -0.180 0.711 -0.0933
C -0.845 -4.731 0.046 -0.0102
C -1.667 -4.001 -0.812 -0.0268
C -2.425 -4.644 -1.772 0.0081
C -2.370 -6.023 -1.896 0.0001
C -1.530 -6.745 -1.070 0.0001
C -0.763 -6.111 -0.107 -0.0004
H 2.697 -5.140 3.534 0.0000
H -1.681 -2.921 -0.723 0.0516
H -3.049 -4.065 -2.438 0.0013
H -2.965 -6.527 -2.641 0.0000
H -1.451 -7.816 -1.174 0.0000
H -0.094 -6.712 0.481 -0.0002
N 2.146 -3.233 -0.777 0.0014
C 1.170 -3.058 -1.692 0.0076
N 0.979 -4.046 -2.553 0.0008
C 0.049 -3.840 -3.492 -0.0010
N -0.300 -4.881 -4.256 0.0000
N -0.487 -2.642 -3.746 0.0019
C -0.178 -1.691 -2.871 0.0400
N 0.483 -1.902 -1.695 0.0205
C -0.231 -0.292 -3.208 -0.0586
C -0.264 0.139 -4.545 0.0037
C 0.420 1.281 -4.888 0.0036
C 1.211 1.900 -3.898 -0.0013
C 1.073 1.515 -2.588 0.0577
N 0.233 0.536 -2.192 0.0102
H 2.765 -4.013 -0.916 0.0000
H 2.474 -2.432 -0.264 -0.0001
H 0.223 -5.733 -4.154 0.0001
H -0.854 -4.726 -5.080 0.0000
H -0.736 -0.488 -5.288 0.0011
H 0.420 1.637 -5.905 -0.0005
H 1.914 2.673 -4.159 0.0003
H 1.661 1.996 -1.814 0.0007
C -1.016 -1.169 3.771 0.0008
O -1.270 -0.730 2.454 -0.0390
Si -2.789 -0.677 1.789 0.0095
C -4.014 -0.346 3.230 -0.0010
C -3.361 -2.448 1.286 0.0079
C -2.466 0.609 0.381 0.0378
Si -3.897 0.462 -0.898 0.0218
C -3.319 -0.752 -2.275 -0.0013
C -4.409 2.062 -1.819 0.0003
C -5.591 -0.225 -0.315 0.0006
Si -2.571 2.317 1.348 0.0179
C -4.417 2.567 1.837 -0.0020
C -1.413 2.282 2.886 0.0024
C -2.298 4.091 0.653 0.0027
H -1.579 -0.572 4.492 0.0000
H 0.048 -1.062 3.982 -0.0003
H -1.298 -2.220 3.886 0.0000
H -3.933 -1.149 3.961 0.0003
H -5.048 -0.335 2.900 0.0001
H -3.819 0.585 3.749 -0.0001
H -2.573 -3.176 1.443 -0.0003
H -3.689 -2.522 0.256 -0.0019
H -4.197 -2.765 1.902 -0.0001
H -3.101 -1.748 -1.895 0.0135
H -2.430 -0.374 -2.783 -0.0108
H -4.085 -0.869 -3.036 0.0000
H -4.271 1.968 -2.892 0.0002
H -3.861 2.930 -1.483 -0.0007
H -5.461 2.262 -1.653 0.0000
H -5.523 -1.181 0.188 -0.0004
H -6.256 -0.353 -1.166 -0.0003
H -6.081 0.464 0.362 -0.0001
H -4.952 1.645 2.010 -0.0005
H -4.944 3.097 1.049 -0.0001
H -4.502 3.172 2.734 -0.0004
H -1.972 2.094 3.798 0.0001
H -0.902 3.231 3.030 0.0004
H -0.667 1.494 2.809 -0.0009
H -2.740 4.255 -0.323 0.0002
H -1.260 4.399 0.610 -0.0004
H -2.798 4.776 1.334 -0.0003
```

The spin multiplicity is 2. Its strongest force on any atom is 3.761 eV/Å. The calculation puts the frontier orbital gap (spin up / spin down) at 5.528 / 5.456 eV. As for the charge: +1. The relative energy (zero: lowest compared OMol25 entry of this formula, charge and spin) is 4.144 eV. The value obtained for the HOMO energy (spin up / spin down) is -0.3613 / -0.3613 hartree.

No. 4
A structure of composition C43H53AlFIN. Source: the OMol25 dataset; level of theory: the ωB97M-V functional and the def2-TZVPD basis.

```
100
Properties=species:S:1:pos:R:3:lowdin_charge:R:1
C 1.201 -4.015 2.086 -0.1804
N 0.060 -4.111 1.208 -0.1946
C -1.108 -3.269 1.538 -0.2854
Al -1.722 -2.151 -0.023 0.3619
C -0.742 -0.365 -0.014 -0.2654
C 0.032 -0.056 1.271 -0.4178
C -0.930 0.270 2.383 -0.6592
I -0.081 0.075 4.333 0.7908
C -3.742 -1.940 0.127 -0.3983
C -4.261 -1.475 1.477 -0.1366
F -4.341 -3.240 -0.112 -0.1697
H 1.104 -4.682 2.955 0.0652
H 1.358 -3.002 2.502 0.0523
H 2.114 -4.297 1.553 0.0665
H 0.344 -3.964 0.249 0.0339
H -0.825 -2.655 2.415 0.0283
H -1.940 -3.895 1.902 0.0428
H -1.300 -2.923 -1.403 -0.0357
H -0.035 -0.404 -0.856 0.0199
H -1.400 0.489 -0.240 0.0568
H 0.732 0.780 1.125 0.0865
H 0.640 -0.920 1.564 0.0614
H -1.290 1.297 2.359 0.0419
H -1.781 -0.410 2.411 0.0078
H -4.188 -1.301 -0.650 0.0747
H -5.355 -1.530 1.553 0.0650
H -3.844 -2.059 2.305 0.0559
H -3.967 -0.428 1.625 0.0631
C -4.196 -4.408 7.491 -0.1116
C -3.628 -4.917 6.330 -0.1000
C -2.890 -4.089 5.496 -0.0808
C -2.719 -2.751 5.823 -0.0939
C -3.289 -2.241 6.982 -0.0962
C -4.027 -3.069 7.816 -0.1099
H -4.774 -5.055 8.140 0.0930
H -3.765 -5.960 6.073 0.0971
H -2.450 -4.477 4.586 0.0991
H -2.143 -2.107 5.174 0.0345
H -3.154 -1.196 7.230 0.0982
H -4.472 -2.671 8.720 0.0933
C 2.903 2.236 -2.426 -0.1042
C 2.966 1.361 -3.501 -0.1142
C 3.096 -0.003 -3.276 -0.0968
C 3.159 -0.487 -1.976 -0.0939
C 3.124 0.392 -0.902 -0.0920
C 2.992 1.754 -1.126 -0.0895
H 2.715 3.289 -2.600 0.0799
H 2.868 1.736 -4.512 0.0955
H 3.118 -0.694 -4.110 0.1000
H 3.231 -1.553 -1.797 0.1031
H 3.160 0.005 0.108 0.1033
H 2.927 2.436 -0.288 0.1016
C 0.285 5.587 -5.939 -0.1090
C 0.223 6.259 -4.726 -0.0896
C 1.318 6.246 -3.870 -0.0882
C 2.441 5.503 -4.206 -0.1121
C 2.502 4.830 -5.419 -0.1085
C 1.435 4.899 -6.301 -0.1083
H -0.574 5.591 -6.598 0.1003
H -0.680 6.784 -4.443 0.1013
H 1.274 6.766 -2.922 0.1009
H 3.285 5.433 -3.530 0.0987
H 3.380 4.249 -5.672 0.1023
H 1.478 4.377 -7.248 0.1044
C 0.057 -4.964 -5.548 -0.1085
C 0.114 -3.654 -6.001 -0.1061
C 0.522 -2.642 -5.142 -0.0947
C 0.871 -2.940 -3.833 -0.0984
C 0.813 -4.250 -3.381 -0.0966
C 0.406 -5.262 -4.237 -0.0962
H -0.272 -5.753 -6.213 0.0930
H -0.170 -3.419 -7.019 0.0937
H 0.551 -1.615 -5.487 0.0975
H 1.157 -2.149 -3.154 0.0786
H 1.060 -4.473 -2.351 0.0939
H 0.344 -6.281 -3.877 0.0979
C 2.438 2.930 6.049 -0.0966
C 2.224 4.236 5.629 -0.0915
C 2.684 5.299 6.393 -0.1040
C 3.357 5.058 7.583 -0.1085
C 3.569 3.754 8.007 -0.1052
C 3.111 2.692 7.240 -0.0935
H 2.074 2.108 5.449 0.0327
H 1.695 4.420 4.703 0.1016
H 2.515 6.316 6.063 0.0962
H 3.714 5.887 8.182 0.0949
H 4.093 3.565 8.936 0.0959
H 3.276 1.674 7.569 0.1005
C -2.356 1.301 -5.424 -0.1064
C -2.371 0.377 -4.389 -0.0848
C -1.356 0.377 -3.443 -0.0748
C -0.333 1.311 -3.526 -0.0734
C -0.317 2.237 -4.562 -0.0858
C -1.326 2.226 -5.518 -0.1032
H -3.141 1.286 -6.172 0.0938
H -3.164 -0.358 -4.329 0.1045
H -1.347 -0.364 -2.656 0.0706
H 0.470 1.297 -2.798 0.0830
H 0.487 2.960 -4.630 0.0749
H -1.304 2.937 -6.336 0.0856
```

Its strongest force on any atom is 0.488 eV/Å. The calculation puts the frontier orbital gap at 6.869 eV. As for the charge: -1. The value obtained for the HOMO energy is -0.1697 hartree.

- Number 4 is which compound?
  C43H53AlFIN

- Which formula does entry 1 have?
  C43H49BiN6O